(1)
Formula: C39H54AsLiN7
Source: the Open Molecules 2025 dataset
Level of theory: the ωB97M-V functional and the def2-TZVPD basis

Values from the calculation:
Spin multiplicity   1
Total energy   -4145.0874 Ha
LUMO energy   2.00 eV
Charge   -1

```
102
Properties=species:S:1:pos:R:3:forces:R:3
Li 0.84607 0.71600 0.20628 -0.0884 0.4308 0.1965
N 1.04560 0.66048 2.40963 -0.0119 -0.2765 0.1278
C 2.14554 1.09222 3.27466 -0.0460 0.0985 -0.0513
C 3.50200 0.80231 2.64679 0.0325 -0.0285 0.0309
C 3.80123 1.51874 1.33551 0.0050 0.0565 -0.0442
N 3.01263 1.01290 0.20935 -0.0082 -0.1833 -0.0253
H 0.14608 0.84107 2.84515 0.0336 0.0761 0.0176
H 1.05018 -0.35720 2.36498 0.0324 -0.0500 0.0124
H 2.10450 0.61101 4.25962 0.0228 0.0145 0.0180
H 2.05704 2.17097 3.44475 -0.0159 -0.0051 -0.0193
H 3.61500 -0.27821 2.50507 -0.0223 -0.0106 -0.0334
H 4.27302 1.09144 3.36729 -0.0070 -0.0164 0.0031
H 4.87865 1.43712 1.14319 0.0127 0.0114 0.0130
H 3.58362 2.58548 1.45242 -0.0035 -0.0111 -0.0018
H 3.18151 0.01633 0.07969 0.0471 -0.0121 0.0250
H 3.30741 1.44309 -0.66107 -0.0380 0.0184 0.0786
C 2.60126 -0.62633 -2.66931 0.0485 -0.0252 0.0004
C 1.62141 0.34589 -3.31948 -0.0316 0.0581 -0.0337
C 1.67821 1.73382 -2.68035 -0.0605 0.0471 0.0258
C 0.18791 -0.15222 -3.41837 -0.0043 -0.0293 0.0275
C -0.24876 -0.51737 -4.68038 0.0288 0.0085 0.0123
C -1.56894 -0.86834 -4.95004 0.0062 -0.0078 0.0248
C -2.47659 -0.68909 -3.91570 0.0046 0.0341 0.0258
C -2.10292 -0.30225 -2.63469 -0.0405 0.1149 -0.1197
C -3.28533 0.11034 -1.75112 -0.0025 -0.0731 -0.0207
C -3.77324 1.49671 -2.20647 0.0591 0.0318 0.0017
C -3.11318 0.11360 -0.23716 -0.0979 0.0529 0.0883
C -0.69598 -0.23596 -2.25598 0.0203 0.0218 0.0344
N -0.25408 -0.24906 -0.99358 -0.0458 -0.1053 -0.3080
H 3.60087 -0.18004 -2.58081 -0.0116 -0.0058 -0.0059
H 2.69457 -1.52960 -3.27294 0.0022 0.0182 -0.0126
H 2.24493 -0.93479 -1.68940 0.0039 0.0620 0.0293
H 1.95716 0.47527 -4.35523 0.0095 0.0303 -0.0034
H 1.25362 1.71023 -1.67484 0.0454 -0.0252 -0.1521
H 1.09077 2.44532 -3.26665 0.0340 -0.0304 -0.0313
H 2.70791 2.10941 -2.62165 -0.0025 0.0036 -0.0459
H 0.47885 -0.52082 -5.48999 -0.0095 0.0019 -0.0126
H -1.88252 -1.19543 -5.93332 0.0015 0.0076 -0.0046
H -3.53898 -0.83407 -4.11071 0.0017 0.0050 -0.0162
H -4.09813 -0.59369 -1.97776 -0.0150 0.0161 0.0112
H -2.97770 2.23958 -2.09065 -0.0786 -0.0354 -0.0054
H -4.64076 1.82661 -1.62384 0.0068 -0.0113 -0.0078
H -4.04435 1.48900 -3.26285 0.0005 -0.0052 -0.0065
H -2.21889 0.66296 0.04614 0.0068 0.0270 0.0002
H -3.00515 -0.89183 0.16913 -0.0619 0.0959 -0.0457
H -3.99870 0.56368 0.22857 -0.0024 -0.0080 -0.0034
C -3.72052 -4.93001 -0.79148 0.0010 0.0175 0.0253
C -3.26505 -4.96291 0.51960 -0.0135 -0.0114 0.0108
C -2.31209 -4.05375 0.96187 -0.0401 0.0552 -0.0402
C -1.79285 -3.08685 0.09958 0.0547 0.0837 -0.0594
C -2.26109 -3.06267 -1.21304 0.0785 -0.1023 -0.0574
C -3.21189 -3.97374 -1.65697 0.0270 0.0118 0.0235
As -0.47912 -1.71099 0.68236 0.3514 -0.2798 0.2089
C -0.07692 -2.78539 2.55056 -0.0958 0.0216 0.0398
C 0.73598 -3.88068 2.85703 -0.0214 -0.1112 -0.0258
C 0.96251 -4.29362 4.16556 -0.0259 0.0150 0.0047
C 0.36463 -3.62041 5.22591 -0.0046 0.0114 -0.0228
C -0.45797 -2.53539 4.95646 0.0036 -0.0213 0.0031
C -0.65810 -2.13183 3.63856 0.0325 -0.0270 0.0472
C 1.13748 -2.58819 -0.06675 -0.1860 0.0917 -0.0322
C 2.35007 -2.49378 0.61173 0.0819 0.0320 -0.0137
C 3.51800 -3.04874 0.09989 -0.0234 0.0448 0.0427
C 3.48745 -3.73904 -1.10268 -0.0271 -0.0177 -0.0443
C 2.28294 -3.84859 -1.78635 0.0063 -0.0328 0.0206
C 1.12740 -3.26814 -1.28328 0.0498 -0.0346 0.0902
H -4.46171 -5.64314 -1.13277 -0.0032 -0.0022 0.0039
H -3.65035 -5.70408 1.21078 -0.0021 -0.0051 -0.0056
H -1.97369 -4.10832 1.98584 0.0147 0.0065 0.0359
H -1.88950 -2.32213 -1.90866 -0.0048 -0.0852 0.0752
H -3.54863 -3.92435 -2.68593 -0.0010 -0.0010 -0.0088
H 1.20986 -4.43660 2.05158 -0.0097 0.0185 0.0174
H 1.60540 -5.14591 4.36082 -0.0037 -0.0024 0.0021
H 0.53769 -3.93954 6.24721 0.0010 0.0006 -0.0017
H -0.93995 -2.00416 5.77126 0.0061 0.0003 -0.0069
H -1.29911 -1.26942 3.44889 -0.0007 0.0034 -0.0254
H 2.38378 -2.01084 1.58328 0.0054 0.0019 -0.0091
H 4.44566 -2.95745 0.65512 0.0030 -0.0047 -0.0057
H 4.38987 -4.18478 -1.50330 0.0004 0.0040 -0.0040
H 2.24340 -4.37318 -2.73421 0.0068 -0.0063 0.0049
H 0.21379 -3.33751 -1.85599 -0.0675 0.0094 -0.0174
C -1.07267 3.05690 1.53739 0.0132 0.0154 0.0222
N -1.68632 4.37904 1.70317 0.0121 -0.0027 -0.0274
C -2.24614 4.77875 0.40630 0.0013 0.0028 -0.0088
N -1.22833 4.82819 -0.64452 0.0186 -0.0018 0.0512
C -0.62144 3.49658 -0.75735 -0.0448 -0.0213 -0.0180
N -0.02208 3.05586 0.51264 0.0901 -0.0836 -0.0885
C 0.99239 4.03536 0.90034 -0.0117 0.0181 -0.0335
N 0.43717 5.38703 1.04914 -0.0185 -0.0124 -0.0176
C -0.62785 5.32571 2.05617 -0.0038 -0.0014 -0.0011
C -0.18372 5.76359 -0.22855 -0.0089 -0.0123 -0.0123
H -1.83916 2.33296 1.26162 -0.0111 -0.0126 -0.0108
H -0.63302 2.76251 2.49280 0.0026 0.0154 -0.0063
H -2.70247 5.76675 0.50839 0.0026 -0.0002 0.0001
H -3.01668 4.06139 0.11709 0.0066 -0.0037 0.0051
H 0.15302 3.52823 -1.52389 -0.0512 0.0083 0.0555
H -1.37128 2.76331 -1.05751 0.0640 0.0199 0.0197
H 1.77383 4.05340 0.13595 -0.0015 0.0038 -0.0016
H 1.43871 3.72933 1.84979 -0.0168 0.0044 -0.0022
H -1.06429 6.32149 2.16715 -0.0004 0.0004 -0.0031
H -0.19192 5.02707 3.01298 0.0022 -0.0007 -0.0013
H 0.58872 5.79582 -1.00026 0.0035 -0.0046 0.0060
H -0.61722 6.76163 -0.12522 -0.0020 -0.0024 0.0032
```
Positions in Å, forces in eV/Å.


(2)
Formula: C39H54BrKN9O6PS2
Source: the Open Molecules 2025 dataset
Level of theory: the ωB97M-V functional and the def2-TZVPD basis

Values from the calculation:
Spin multiplicity   1
Total energy   -6774.7754 Ha
Energy above the lowest of the compared OMol25 structures with the same formula, charge and spin   0.0 kJ/mol
LUMO energy   3.76 eV
Charge   -2

```
113
Properties=species:S:1:pos:R:3:forces:R:3
K -1.40420 0.49442 0.63016 0.8404 0.0999 -0.1319
C -0.81555 -3.95219 2.77082 -0.0236 -0.0745 0.0307
C -0.73729 -2.57136 2.53316 -0.0831 0.0680 -0.0444
N 0.27819 -1.99264 1.93787 0.2649 0.1951 0.0260
C 1.31510 -2.75606 1.54526 -0.1327 -0.4003 0.1384
C 1.32699 -4.15565 1.72864 -0.0698 0.2622 0.0025
C 0.21810 -4.74466 2.35983 -0.0135 0.0273 0.0069
C 2.42843 -4.93930 1.26317 0.0929 -0.0744 -0.0541
C 3.47562 -4.36290 0.64140 -0.0164 -0.1951 -0.0029
C 3.51366 -2.94978 0.44044 -0.0258 0.1884 0.0287
C 4.57287 -2.33198 -0.24052 -0.0493 0.0955 0.0439
C 4.55616 -0.97303 -0.41414 0.0654 -0.0336 0.0730
C 3.48329 -0.24885 0.12267 -0.0167 0.0120 0.0219
N 2.47470 -0.80064 0.75479 -0.0513 0.1046 0.0732
C 2.45966 -2.13398 0.90300 0.1573 -0.0380 -0.1328
H -1.69718 -4.35805 3.24763 -0.0098 -0.0124 -0.0204
H -1.56465 -1.93553 2.81379 -0.0120 0.0214 0.0300
H 0.19613 -5.82007 2.50041 0.0046 -0.0063 0.0002
H 2.38466 -6.01410 1.40250 0.0248 -0.0050 -0.0044
H 4.29249 -4.95763 0.24850 0.0067 -0.0251 0.0373
H 5.37526 -2.94235 -0.63985 0.0115 -0.0039 0.0042
H 5.34214 -0.45600 -0.94970 0.0027 -0.0185 -0.0175
H 3.46096 0.83286 0.03135 -0.0086 0.0076 0.0184
C -3.22462 1.11621 3.20171 0.0885 -0.2171 -0.2218
N -2.42342 1.91755 4.10525 -0.1092 0.1270 0.0724
C -2.99687 3.17464 4.55459 -0.0081 -0.0031 0.0476
C -1.84342 3.73528 5.36475 -0.0424 -0.0039 0.0138
N -0.67886 3.23396 4.65077 -0.0958 -0.0518 -0.0550
C 0.53625 3.27513 5.42785 0.0023 -0.0204 -0.0075
C -1.06406 2.07431 3.92498 0.2438 0.2510 0.0313
N -0.37943 1.29618 3.19331 -0.2270 -0.3045 0.1125
C 1.04991 1.33851 3.01454 0.1676 0.0392 -0.1623
C 1.57184 2.53179 2.20882 0.0515 0.0633 0.0697
N 1.10343 2.45343 0.84272 0.0280 0.0438 -0.0875
C 1.83213 2.85359 -0.11915 0.1326 0.0121 0.1841
N 3.12178 3.46731 -0.07290 -0.1689 -0.0336 -0.0562
C 3.24033 4.69573 0.69781 0.0190 -0.0644 -0.0233
C 3.56635 3.63732 -1.45767 0.0266 0.0133 -0.0068
C 2.70758 2.65071 -2.23111 -0.0137 -0.0195 -0.0154
N 1.49493 2.67371 -1.44209 0.1216 0.0157 -0.1362
C 0.41493 1.76908 -1.77542 -0.1093 0.1741 0.0104
H -4.00454 0.58913 3.75261 -0.0686 0.1001 0.0171
H -2.59707 0.34998 2.74714 -0.1204 0.0558 0.2888
H -3.65935 1.74925 2.42117 -0.0320 -0.0653 -0.0223
H -3.88663 2.99975 5.16305 -0.0022 -0.0037 -0.0110
H -3.26371 3.80561 3.69913 -0.0006 0.0004 0.0040
H -1.86690 3.33816 6.39312 0.0225 0.0136 -0.0089
H -1.83056 4.82620 5.41091 -0.0129 -0.0026 -0.0037
H 0.63725 4.27966 5.84561 0.0067 -0.0162 0.0060
H 1.41073 3.07936 4.81769 0.0376 0.0040 -0.0111
H 0.52397 2.55882 6.26386 0.0010 -0.0048 -0.0095
H 1.32687 0.45414 2.44297 -0.0376 -0.0832 -0.0120
H 1.60520 1.26193 3.95963 -0.0493 0.0925 0.0339
H 2.67233 2.50394 2.25810 -0.0197 -0.0017 0.0362
H 1.23656 3.47028 2.67212 -0.0046 -0.0125 0.0042
H 2.84926 4.56776 1.70028 -0.0059 -0.0035 0.0434
H 2.69959 5.52226 0.21728 -0.0086 0.0024 0.0044
H 4.29715 4.96310 0.77284 -0.0161 0.0234 -0.0018
H 4.63854 3.45290 -1.55240 -0.0059 0.0049 -0.0118
H 3.34993 4.65889 -1.79924 0.0268 0.0022 0.0117
H 3.14756 1.64384 -2.25901 0.0047 0.0042 -0.0123
H 2.51928 2.96125 -3.25893 -0.0078 -0.0037 0.0069
H 0.12629 1.91900 -2.81586 0.0407 -0.0191 0.0178
H -0.41084 2.05730 -1.12796 -0.1859 -0.1515 -0.1477
H 0.69659 0.71769 -1.65186 -0.0407 -0.0124 0.0664
N -0.87593 5.02245 -0.32914 0.0214 0.0090 -0.0424
C -2.28739 5.09240 0.05539 -0.0336 -0.0873 0.0193
C -2.89144 3.77933 0.61169 0.0022 0.3364 0.1697
O -3.78775 3.90886 1.47419 -0.0776 -0.0039 -0.0074
O -2.41755 2.71162 0.16009 -0.0780 0.0447 -0.1387
H -0.80149 4.36098 -1.09692 0.0098 0.0148 0.0284
H -0.38018 4.54862 0.42264 -0.0063 -0.0088 -0.0407
H -2.87712 5.37870 -0.82142 0.0080 0.0048 0.0068
H -2.43474 5.87656 0.80085 0.0395 -0.0292 0.0165
C -2.24653 -3.90184 -2.91305 0.0118 0.0305 0.0856
C -1.05660 -4.09444 -3.82934 -0.0247 -0.0826 -0.0715
C -1.36600 -4.99557 -5.01286 0.0516 -0.0217 0.0451
O -0.64719 -2.82853 -4.37513 -0.1308 -0.0172 0.0352
P 0.72149 -2.16297 -3.84009 -0.0720 0.2432 0.0806
S 0.99610 -0.50124 -4.86222 0.0682 -0.1786 0.0221
S 0.71618 -2.06306 -1.85747 0.0308 -0.1183 -0.2141
O 1.70186 -3.37440 -4.36492 -0.1130 0.2358 0.0444
C 3.04850 -3.59134 -3.95213 0.1616 -0.0294 -0.0267
C 3.80558 -2.31969 -3.60460 0.0375 0.0182 -0.0706
C 3.07145 -4.59614 -2.81309 -0.0463 -0.0816 -0.0988
H -2.60509 -4.86957 -2.55458 -0.0221 -0.0419 -0.0270
H -3.05942 -3.40186 -3.44299 -0.0091 0.0197 -0.0093
H -1.96673 -3.30959 -2.04280 -0.0129 0.0854 -0.0155
H -0.22461 -4.51311 -3.25555 -0.0423 -0.0268 -0.0034
H -2.18423 -4.57294 -5.59868 -0.0101 0.0197 -0.0144
H -1.66196 -5.98952 -4.66942 -0.0062 -0.0148 0.0077
H -0.48860 -5.08598 -5.65352 0.0068 0.0010 -0.0073
H 3.51652 -4.04434 -4.83337 0.0509 0.0089 0.0021
H 3.37029 -1.84019 -2.72699 0.0212 -0.0308 -0.0971
H 3.77308 -1.61431 -4.43373 0.0126 0.0126 -0.0050
H 4.84568 -2.57882 -3.38513 0.0213 0.0069 -0.0091
H 2.57358 -4.16811 -1.94836 -0.0489 0.0237 0.1199
H 4.09901 -4.86407 -2.55141 0.0248 0.0162 -0.0049
H 2.53748 -5.50250 -3.10534 0.0044 -0.0285 0.0054
Br -6.30461 1.98327 -3.84783 -0.0195 0.0366 -0.0596
C -5.55441 0.91540 -2.45632 0.0401 -0.0199 -0.0309
C -6.28092 0.73028 -1.29457 0.0187 -0.0159 0.0513
C -5.73328 -0.05647 -0.29403 -0.0545 -0.0082 -0.0087
C -4.47950 -0.63645 -0.44055 -0.0593 -0.0269 0.1447
C -3.76596 -0.41756 -1.61359 -0.0628 0.0179 -0.0040
C -4.30493 0.35138 -2.63656 0.0079 0.0222 -0.0376
C -3.89283 -1.46342 0.71432 -0.1884 -0.0048 -0.0947
O -4.68160 -1.85481 1.59074 -0.0632 0.0051 0.0402
O -2.64995 -1.63050 0.65969 -0.1004 -0.4072 0.0141
H -7.24753 1.19926 -1.17071 -0.0040 0.0087 -0.0109
H -6.26659 -0.23313 0.63055 -0.0018 -0.0120 0.0096
H -2.78183 -0.85404 -1.73101 0.0377 -0.0627 0.0067
H -3.75419 0.51624 -3.55294 0.0118 -0.0023 0.0094
```
Positions in Å, forces in eV/Å.